[1]
ORCA calculation (wB97M-V/def2-TZVPD) on a 15-piece molecular cluster, C18H62F3N28O16 overall in a non-equilibrium geometry.

Summary:
- Total energy: -102324.7122 eV
- Total charge: -1
- HOMO: -6.79 eV
- 2S+1: 1
- Energy relative to the best compared isomer or geometry (same formula, charge and spin): 0.982 eV

Last columns: bonded neighbours and bond lengths (Å).
Positions of all 127 atoms, in Å:
1 C -23.40191 -23.60375 9.30345  O2 1.416, O3 1.360, C4 1.519, H15 1.107
2 O -24.25667 -24.05426 10.33893  C1 1.416, C8 1.405
3 O -22.15871 -24.11680 9.50626  C1 1.360
4 C -23.99027 -23.69437 7.90542  C1 1.519, F5 1.345, F6 1.356, F7 1.362
5 F -24.40183 -24.88971 7.44707  C4 1.345
6 F -25.08002 -22.88809 7.90822  C4 1.356
7 F -23.20668 -23.20308 6.90516  C4 1.362
8 C -25.44135 -23.37839 10.67719  O2 1.405, C9 1.554, H13 1.088, H14 1.097
9 C -26.27553 -24.15252 11.73579  C8 1.554, H10 1.092, H11 1.096, H12 1.091
10 H -26.01586 -24.15713 12.79605  C9 1.092
11 H -27.27222 -23.70943 11.84586  C9 1.096
12 H -26.44734 -25.20225 11.49223  C9 1.091
13 H -26.14465 -23.18946 9.86949  C8 1.088
14 H -25.24001 -22.42447 11.18001  C8 1.097
15 H -23.35969 -22.50402 9.42133  C1 1.107
16 C -20.11965 -22.05471 3.64467  O17 1.219, N18 1.353, N19 1.389
17 O -19.73721 -23.18669 3.40160  C16 1.219
18 N -20.92644 -21.74441 4.68497  C16 1.353, H20 1.004, H21 1.005
19 N -19.64884 -20.91867 2.99894  C16 1.389, H22 1.001, H23 1.003
20 H -21.40006 -22.39725 5.28282  N18 1.004
21 H -21.24526 -20.79174 4.67040  N18 1.005
22 H -20.01209 -20.01163 3.21692  N19 1.001
23 H -19.08587 -21.04843 2.17950  N19 1.003
24 C -26.91991 -27.55662 13.11454  O25 1.237, N26 1.366, N27 1.341
25 O -27.91459 -27.93716 12.48513  C24 1.237
26 N -25.71506 -28.18608 12.98059  C24 1.366, H28 1.005, H29 1.009
27 N -26.79832 -26.43280 13.83538  C24 1.341, H30 1.016, H31 1.011
28 H -25.03934 -28.09460 13.71821  N26 1.005
29 H -25.65373 -29.03230 12.43479  N26 1.009
30 H -26.05585 -26.07090 14.42632  N27 1.016
31 H -27.63971 -25.87383 13.87747  N27 1.011
32 C -26.58538 -18.91417 9.51911  O33 1.235, N34 1.356, N35 1.349
33 O -27.75984 -18.57879 9.33327  C32 1.235
34 N -25.92811 -18.63450 10.67189  C32 1.356, H36 1.019, H37 1.014
35 N -25.85390 -19.48494 8.54001  C32 1.349, H38 1.016, H39 1.006
36 H -26.62710 -18.33865 11.35112  N34 1.019
37 H -24.95905 -18.80244 10.91719  N34 1.014
38 H -26.41721 -19.75031 7.73752  N35 1.016
39 H -24.95736 -19.89309 8.74206  N35 1.006
40 C -18.76264 -22.89792 8.40704  O41 1.231, N42 1.355, N43 1.374
41 O -17.64403 -22.51711 8.06296  C40 1.231
42 N -19.87759 -22.41352 7.80878  C40 1.355, H44 1.011, H45 1.006
43 N -19.11941 -23.71657 9.45169  C40 1.374, H46 1.007, H47 1.004
44 H -20.80063 -22.76298 8.02688  N42 1.011
45 H -19.72747 -21.64076 7.18254  N42 1.006
46 H -18.56424 -24.51774 9.70457  N43 1.007
47 H -20.11290 -23.85986 9.47532  N43 1.004
48 C -23.38531 -27.73839 10.20479  O49 1.236, N50 1.355, N51 1.362
49 O -23.45323 -28.92419 10.54676  C48 1.236
50 N -24.29113 -26.80310 10.57973  C48 1.355, H52 1.012, H53 1.000
51 N -22.39825 -27.23965 9.41055  C48 1.362, H54 1.008, H55 1.018
52 H -24.13458 -25.85888 10.25191  N50 1.012
53 H -24.92352 -27.16038 11.26715  N50 1.000
54 H -21.70390 -27.95376 9.25603  N51 1.008
55 H -22.19428 -26.25122 9.27958  N51 1.018
56 C -21.55477 -24.05121 13.27513  O57 1.227, N58 1.353, N59 1.364
57 O -21.30767 -23.55642 14.37043  C56 1.227
58 N -20.70251 -24.03223 12.22394  C56 1.353, H60 1.002, H61 1.011
59 N -22.75080 -24.57397 12.87913  C56 1.364, H62 1.010, H63 1.006
60 H -19.71270 -23.87590 12.22967  N58 1.002
61 H -21.10170 -24.38271 11.36340  N58 1.011
62 H -23.52500 -24.43698 13.51378  N59 1.010
63 H -22.93008 -24.74258 11.90342  N59 1.006
64 C -30.36498 -22.71350 10.36925  O65 1.250, N66 1.343, N67 1.356
65 O -30.07976 -22.81778 11.58132  C64 1.250
66 N -31.16690 -23.61607 9.78031  C64 1.343, H68 1.022, H69 1.004
67 N -29.89331 -21.66446 9.65174  C64 1.356, H70 1.007, H71 1.004
68 H -31.53049 -24.37967 10.35320  N66 1.022
69 H -31.42435 -23.47765 8.81995  N66 1.004
70 H -29.01755 -21.32691 10.01659  N67 1.007
71 H -30.17312 -21.50250 8.70170  N67 1.004
72 C -22.15675 -19.73173 10.59149  O73 1.254, N74 1.330, N75 1.351
73 O -23.38716 -19.84498 10.80675  C72 1.254
74 N -21.47619 -18.58961 10.62502  C72 1.330, H76 1.006, H77 1.003
75 N -21.41984 -20.85200 10.42343  C72 1.351, H78 1.011, H79 1.003
76 H -20.47387 -18.67112 10.63272  N74 1.006
77 H -21.81264 -17.68259 10.89054  N74 1.003
78 H -22.00536 -21.67140 10.33680  N75 1.011
79 H -20.44951 -20.84436 10.16902  N75 1.003
80 C -27.59097 -26.35677 8.04469  O81 1.233, N82 1.359, N83 1.350
81 O -28.10717 -25.49787 7.32647  C80 1.233
82 N -26.39099 -26.91345 7.73225  C80 1.359, H84 1.001, H85 1.004
83 N -28.06466 -26.73334 9.25194  C80 1.350, H86 1.008, H87 1.004
84 H -25.99206 -26.73815 6.83113  N82 1.001
85 H -25.93360 -27.42628 8.46456  N82 1.004
86 H -28.96813 -26.34737 9.47778  N83 1.008
87 H -27.55093 -27.14109 10.01158  N83 1.004
88 C -30.97614 -26.43913 11.56605  O89 1.236, N90 1.354, N91 1.378
89 O -32.05099 -25.91894 11.24783  C88 1.236
90 N -29.79476 -25.87979 11.92118  C88 1.354, H92 1.013, H93 1.019
91 N -30.80748 -27.78252 11.30935  C88 1.378, H94 1.003, H95 1.012
92 H -29.60341 -24.90346 11.73163  N90 1.013
93 H -29.09468 -26.56226 12.20901  N90 1.019
94 H -30.05736 -28.41994 11.49967  N91 1.003
95 H -31.73569 -28.13828 11.11713  N91 1.012
96 C -22.90086 -20.37056 14.50717  O97 1.227, N98 1.366, N99 1.359
97 O -22.52384 -19.20670 14.60732  C96 1.227
98 N -22.68968 -21.26144 15.52139  C96 1.366, H100 1.005, H101 1.005
99 N -23.59016 -20.92387 13.47449  C96 1.359, H102 1.021, H103 1.003
100 H -22.79613 -22.24893 15.36946  N98 1.005
101 H -22.23194 -20.94803 16.35904  N98 1.005
102 H -23.31350 -20.60770 12.54379  N99 1.021
103 H -24.11019 -21.78106 13.49595  N99 1.003
104 C -27.71530 -20.20819 5.08683  O105 1.217, N106 1.378, N107 1.375
105 O -27.97730 -20.23927 6.27509  C104 1.217
106 N -26.71972 -20.95043 4.48923  C104 1.378, H108 1.006, H109 0.999
107 N -28.23607 -19.29091 4.20486  C104 1.375, H110 1.006, H111 0.998
108 H -26.41567 -21.67054 5.12178  N106 1.006
109 H -26.56559 -20.97386 3.50282  N106 0.999
110 H -29.06092 -18.84190 4.56440  N107 1.006
111 H -27.83909 -19.28027 3.28978  N107 0.998
112 C -24.77639 -24.69743 16.18234  O113 1.239, N114 1.342, N115 1.362
113 O -25.06563 -24.53029 14.98873  C112 1.239
114 N -24.42386 -23.67431 16.97562  C112 1.342, H116 1.005, H117 1.007
115 N -24.61276 -25.91723 16.76625  C112 1.362, H118 1.003, H119 1.000
116 H -24.19425 -23.86871 17.93452  N114 1.005
117 H -24.23396 -22.72082 16.71385  N114 1.007
118 H -24.66327 -26.71371 16.15878  N115 1.003
119 H -24.36429 -26.02499 17.72921  N115 1.000
120 C -29.06578 -19.27097 12.31561  O121 1.233, N122 1.356, N123 1.353
121 O -28.68027 -18.10176 12.25020  C120 1.233
122 N -30.15927 -19.71290 12.98572  C120 1.356, H124 1.005, H125 1.008
123 N -28.28388 -20.30961 11.94138  C120 1.353, H126 1.013, H127 1.005
124 H -30.62702 -20.60088 12.92739  N122 1.005
125 H -30.65964 -19.02965 13.53264  N122 1.008
126 H -27.43381 -19.95715 11.51751  N123 1.013
127 H -28.51057 -21.28098 12.06254  N123 1.005

Atom charges from the Mulliken analysis, given in e for atoms 1 to 6: number 1, C, carries -1.285; number 2, O, carries 2.049; number 3, O, carries -0.449; number 4, C, carries 0.484; number 5, F, carries -0.247; number 6, F, carries -0.169

***

[2]
ORCA calculation (wB97M-V/def2-TZVPD) on a 12-piece molecular cluster, C18H62N2O12 overall in a non-equilibrium geometry.

Summary:
- Total energy: -47210.7754 eV
- Total charge: +1
- HOMO (alpha / beta): -11.43 / -11.43 eV
- 2S+1: 2
- Energy relative to the best compared isomer or geometry (same formula, charge and spin): 0.000 eV

Last columns: bonded neighbours and bond lengths (Å).
Positions of all 94 atoms, in Å:
1 C 3.39436 -0.28824 -0.34516  C2 1.524, H4 1.090, H5 1.090, H6 1.090
2 C 2.96329 -0.77068 1.03438  C1 1.524, O3 1.399, H7 1.090, H8 1.090
3 O 3.47737 -2.05444 1.24601  C2 1.399, H9 0.960
4 H 4.45972 -0.49794 -0.44078  C1 1.090
5 H 3.18268 0.78072 -0.36989  C1 1.090
6 H 2.91853 -0.76113 -1.20427  C1 1.090
7 H 1.87495 -0.76399 1.09409  C2 1.090
8 H 3.41114 -0.20809 1.85354  C2 1.090
9 H 2.75778 -2.63187 1.51129  O3 0.960
10 C 1.43942 2.30971 3.55895  C11 1.496, H13 1.090, H14 1.090, H15 1.090
11 C 2.78687 1.99061 4.12498  C10 1.496, O12 1.412, H16 1.090, H17 1.090
12 O 2.72640 0.71808 4.73435  C11 1.412, H18 0.960
13 H 1.03257 1.43847 3.04562  C10 1.090
14 H 1.52887 3.15662 2.87862  C10 1.090
15 H 0.84407 2.61709 4.41871  C10 1.090
16 H 3.18898 2.82933 4.69328  C11 1.090
17 H 3.43564 1.77027 3.27725  C11 1.090
18 H 1.95054 0.72043 5.29971  O12 0.960
19 C -4.10369 -2.15747 2.22795  C20 1.521, H22 1.090, H23 1.090, H24 1.090
20 C -5.10867 -1.35264 1.41837  C19 1.521, O21 1.440, H25 1.090, H26 1.090
21 O -4.35480 -0.35474 0.70444  C20 1.440, H27 0.960
22 H -3.37341 -1.52882 2.73746  C19 1.090
23 H -3.58679 -2.97821 1.73066  C19 1.090
24 H -4.66068 -2.57637 3.06604  C19 1.090
25 H -5.83704 -0.79096 2.00325  C20 1.090
26 H -5.72226 -2.02902 0.82329  C20 1.090
27 H -4.24568 0.31651 1.38202  O21 0.960
28 C -1.12762 0.24537 1.12750  C29 1.495, H31 1.090, H32 1.090, H33 1.090
29 C -0.78179 1.57013 0.52802  C28 1.495, O30 1.414, H34 1.090, H35 1.090
30 O 0.23087 1.41552 -0.44677  C29 1.414, H36 0.960
31 H -2.01178 0.43687 1.73553  C28 1.090
32 H -0.36131 -0.06623 1.83726  C28 1.090
33 H -1.32712 -0.50042 0.35802  C28 1.090
34 H -0.52665 2.32985 1.26683  C29 1.090
35 H -1.68976 1.94628 0.05666  C29 1.090
36 H 0.54551 2.29152 -0.68174  O30 0.960
37 C 2.50614 2.98416 -5.04315  C38 1.493, H40 1.090, H41 1.090, H42 1.090
38 C 2.83247 2.17328 -3.83272  C37 1.493, O39 1.385, H43 1.090, H44 1.090
39 O 3.31414 2.89355 -2.75279  C38 1.385, H45 0.960
40 H 3.31400 3.59658 -5.44364  C37 1.090
41 H 1.60216 3.56725 -4.86732  C37 1.090
42 H 2.27445 2.36644 -5.91081  C37 1.090
43 H 3.64067 1.48819 -4.08876  C38 1.090
44 H 2.04197 1.54509 -3.42212  C38 1.090
45 H 2.63854 3.28481 -2.19415  O39 0.960
46 O -3.01931 -2.12146 -1.09639  H47 0.957, H48 0.957
47 H -3.45139 -1.54078 -0.47002  O46 0.957
48 H -2.59713 -2.78779 -0.55417  O46 0.957
49 O -1.93046 3.58726 3.02991  H50 0.957, H51 0.957
50 H -2.41583 3.60713 3.85468  O49 0.957
51 H -2.38392 2.93140 2.50034  O49 0.957
52 O -0.92578 4.56628 -0.04256  H53 0.957, H54 0.957
53 H -1.06761 4.82513 0.86800  O52 0.957
54 H -1.79560 4.60204 -0.44050  O52 0.957
55 O 1.51997 4.35273 -0.90967  H56 0.957, H57 0.957
56 H 1.89547 5.11164 -0.46325  O55 0.957
57 H 0.57680 4.43308 -0.76750  O55 0.957
58 O -4.08283 1.74902 2.82758  H59 0.957, H60 0.957
59 H -3.77889 1.99342 3.70171  O58 0.957
60 H -5.03327 1.85612 2.86531  O58 0.957
61 C 0.60879 -3.53713 -0.66606  C62 1.574, H67 1.090, H68 1.090, H69 1.090
62 C -0.19590 -4.20135 0.51226  C61 1.574, C63 1.582, N66 1.380, H70 1.090
63 C 0.16230 -3.56533 1.91616  C62 1.582, O64 1.435, H71 1.090, H72 1.090
64 O 1.55291 -3.65122 2.25998  C63 1.435, C65 1.454
65 C 1.86042 -2.99501 3.52001  O64 1.454, H73 1.090, H74 1.090, H75 1.090
66 N -1.52444 -4.09399 0.15430  C62 1.380, H76 1.010, H77 1.010
67 H 0.46731 -2.46030 -0.75845  C61 1.090
68 H 0.44042 -3.95178 -1.65995  C61 1.090
69 H 1.66864 -3.66270 -0.44463  C61 1.090
70 H -0.01760 -5.27628 0.54133  C62 1.090
71 H -0.48139 -4.04837 2.65131  C63 1.090
72 H -0.16144 -2.52470 1.93543  C63 1.090
73 H 1.56278 -1.95604 3.37840  C65 1.090
74 H 2.93175 -3.08958 3.69721  C65 1.090
75 H 1.38732 -3.58403 4.30572  C65 1.090
76 H -1.91340 -4.73350 0.83241  N66 1.010
77 H -1.63263 -4.54718 -0.74181  N66 1.010
78 C -0.84475 1.49930 -4.06859  C79 1.500, H84 1.090, H85 1.090, H86 1.090
79 C -1.14831 0.11839 -3.56718  C78 1.500, C80 1.595, N83 1.451, H87 1.090
80 C 0.09337 -0.86047 -3.35984  C79 1.595, O81 1.382, H88 1.090, H89 1.090
81 O 0.71448 -1.25479 -4.53017  C80 1.382, C82 1.458
82 C 1.93380 -2.01778 -4.29266  O81 1.458, H90 1.090, H91 1.090, H92 1.090
83 N -1.93176 0.28640 -2.35741  C79 1.451, H93 1.010, H94 1.010
84 H -0.39544 2.16139 -3.32841  C78 1.090
85 H -1.81725 1.83137 -4.43200  C78 1.090
86 H -0.21549 1.44051 -4.95667  C78 1.090
87 H -1.79444 -0.34944 -4.30998  C79 1.090
88 H -0.21353 -1.72873 -2.77671  C80 1.090
89 H 0.81718 -0.33460 -2.73721  C80 1.090
90 H 2.73597 -1.43030 -3.84601  C82 1.090
91 H 2.26856 -2.41327 -5.25162  C82 1.090
92 H 1.63506 -2.85609 -3.66331  C82 1.090
93 H -1.36623 0.74285 -1.65604  N83 1.010
94 H -2.19230 -0.59257 -1.93359  N83 1.010

Atom charges from the Mulliken analysis, given in e for atoms 1 to 6: number 1, C, carries -1.010; number 2, C, carries 0.716; number 3, O, carries -0.681; number 4, H, carries 0.478; number 5, H, carries 0.244; number 6, H, carries -0.026